# C3H5NO2

The molecule C3H5NO2 (the ωB97M-V functional and the def2-TZVPD basis, the OMol25 dataset).

Element x y z (Å)
C: 0.9117 -0.6727 1.3346
O: -0.0195 -0.9591 0.3109
C: -0.4153 0.1142 -0.4312
N: -1.4771 -0.1603 -1.3131
C: 0.1866 1.3020 -0.4744
O: 0.3948 2.4691 -0.4590
H: 0.4847 -0.0145 2.1013
H: 1.1775 -1.6293 1.7825
H: 1.8166 -0.1996 0.9246
H: -1.7771 0.6677 -1.8143
H: -1.2831 -0.9176 -1.9620

Computed properties:
lowest unoccupied orbital energy	0.734	eV
total energy	-8774.80301	eV
2S+1	1
HOMO energy	-0.282	Eh
energy above the lowest of the compared OMol25 structures with the same formula, charge and spin	279.0	kJ/mol
total charge	0
SMILES	COC(N)=C=O

Löwdin atomic charge list, values in e, 8 entries: number 1, C, carries -0.082; number 2, O, carries -0.084; number 3, C, carries -0.419; number 4, N, carries 0.107; number 5, C, carries -0.128; number 6, O, carries 0.125; number 7, H, carries 0.101; number 8, H, carries 0.093

---

# C3H5NO2

A structure of composition C3H5NO2 (the ωB97M-V functional and the def2-TZVPD basis, the OMol25 dataset).

Element x y z (Å)
C: -0.7671 -0.9582 1.4484
N: -0.4267 -0.0660 0.3393
C: 0.6595 -0.2077 -0.3573
O: 1.6932 -0.7397 -0.5752
C: 0.4831 1.3135 -1.5611
O: -0.1888 1.2793 -2.5640
H: -1.1823 -1.8987 1.0723
H: 0.1014 -1.1756 2.0793
H: -1.5282 -0.4598 2.0518
H: -0.2749 1.0179 -0.4294
H: 1.4308 1.8949 -1.5040

Computed properties:
lowest unoccupied orbital energy	-0.527	eV
total energy	-8773.02243	eV
2S+1	1
HOMO energy	-0.336	Eh
energy above the lowest of the compared OMol25 structures with the same formula, charge and spin	450.8	kJ/mol
total charge	0

Löwdin atomic charge list, values in e, 8 entries: number 1, C, carries -0.078; number 2, N, carries -0.026; number 3, C, carries -0.453; number 4, O, carries 0.172; number 5, C, carries -0.188; number 6, O, carries 0.048; number 7, H, carries 0.084; number 8, H, carries 0.085

---

# C3H5NO2

The molecule C3H5NO2 at a distorted geometry (the ωB97M-V functional and the def2-TZVPD basis, the OMol25 dataset).

Element x y z (Å)
C: 1.1167 -0.5492 -0.2196
C: -0.2535 -0.0516 -0.9444
O: -0.5558 -0.4005 -2.0501
N: -1.1856 0.9385 -0.2272
C: -1.0888 0.4930 1.1161
O: -0.0727 0.6040 1.7508
H: 1.8612 0.2530 -0.3324
H: 1.4119 -1.4211 -0.7960
H: 1.2282 -0.8398 0.8460
H: -0.7033 1.8449 -0.2596
H: -1.9431 -0.1027 1.4692

Computed properties:
lowest unoccupied orbital energy	0.264	eV
total energy	-8775.71423	eV
2S+1	1
HOMO energy	-0.387	Eh
energy above the lowest of the compared OMol25 structures with the same formula, charge and spin	191.1	kJ/mol
total charge	0
SMILES	CC(=O)NC=O

Löwdin atomic charge list, values in e, 8 entries: number 1, C, carries -0.005; number 2, C, carries -0.370; number 3, O, carries 0.109; number 4, N, carries 0.068; number 5, C, carries -0.334; number 6, O, carries 0.040; number 7, H, carries 0.085; number 8, H, carries 0.068

---

# C3H5NO2

A cluster of 3 separate species, C3H5NO2 in total at a distorted geometry (the ωB97M-V functional and the def2-TZVPD basis, the OMol25 dataset).

Element x y z (Å)
C: 2.1067 0.2311 -0.7463
N: 2.2478 0.9289 0.1619
H: 1.9220 -0.4361 -1.5652
C: -0.6841 -1.5492 -0.1492
O: -0.1990 -1.3935 -1.2448
H: -0.0723 -1.5371 0.7728
H: -1.7687 -1.6969 -0.0067
C: -0.8843 1.3749 0.6943
O: -1.6527 0.7081 1.3459
H: 0.0585 1.7667 1.1113
H: -1.0739 1.6031 -0.3740

Computed properties:
lowest unoccupied orbital energy	0.659	eV
total energy	-8774.62028	eV
2S+1	1
HOMO energy	-0.379	Eh
energy above the lowest of the compared OMol25 structures with the same formula, charge and spin	296.6	kJ/mol
total charge	0
SMILES	C#N.C=O.C=O

Löwdin atomic charge list, values in e, 8 entries: number 1, C, carries -0.074; number 2, N, carries 0.067; number 3, H, carries 0.054; number 4, C, carries -0.149; number 5, O, carries -0.046; number 6, H, carries 0.091; number 7, H, carries 0.090; number 8, C, carries -0.157

---

# C3H5NO2

The molecule C3H5NO2 (the ωB97M-V functional and the def2-TZVPD basis, the OMol25 dataset).

Element x y z (Å)
C: -1.7960 0.2824 0.1951
C: -0.8002 -0.3662 -0.7239
O: -1.0487 -1.1984 -1.5409
C: 1.1260 -0.3600 0.4474
O: 0.4981 0.1525 -0.6400
N: 2.3998 -0.0067 0.3666
H: -2.3939 -0.4941 0.6719
H: -1.3238 0.9003 0.9569
H: -2.4706 0.8983 -0.4089
H: 3.0275 -0.3509 1.0744
H: 2.7817 0.5428 -0.3986

Computed properties:
lowest unoccupied orbital energy	0.995	eV
total energy	-8775.79563	eV
2S+1	1
HOMO energy	-0.341	Eh
energy above the lowest of the compared OMol25 structures with the same formula, charge and spin	183.2	kJ/mol
total charge	0

Löwdin atomic charge list, values in e, 8 entries: number 1, C, carries 0.006; number 2, C, carries -0.518; number 3, O, carries 0.142; number 4, C, carries -0.146; number 5, O, carries -0.036; number 6, N, carries 0.085; number 7, H, carries 0.094; number 8, H, carries 0.077

---

# C3H5NO2

A structure of composition C3H5NO2 at a distorted geometry (the ωB97M-V functional and the def2-TZVPD basis, the OMol25 dataset).

Element x y z (Å)
O: 1.8236 -0.0352 0.3569
C: 0.7946 -0.8243 -0.0834
C: -0.4343 0.0099 0.2149
O: 0.0656 1.5272 -0.1672
C: -1.6372 -0.3807 -0.5115
N: -2.5751 -0.6628 -1.1275
H: 1.2664 1.0229 0.0993
H: 0.8782 -1.2053 -1.1202
H: 0.4525 -1.7115 0.5109
H: -0.5657 0.0534 1.2963
H: -0.0685 2.2064 0.5315

Computed properties:
lowest unoccupied orbital energy	-0.067	eV
total energy	-8774.32796	eV
2S+1	1
HOMO energy	-0.370	Eh
energy above the lowest of the compared OMol25 structures with the same formula, charge and spin	324.8	kJ/mol
total charge	0

Löwdin atomic charge list, values in e, 8 entries: number 1, O, carries -0.151; number 2, C, carries -0.322; number 3, C, carries -0.193; number 4, O, carries -0.041; number 5, C, carries -0.152; number 6, N, carries 0.179; number 7, H, carries 0.127; number 8, H, carries 0.134

---

# C3H5NO2

A cluster of 2 separate species, C3H5NO2 in total at a distorted geometry (the ωB97M-V functional and the def2-TZVPD basis, the OMol25 dataset).

Element x y z (Å)
N: 1.6712 -1.1315 0.3147
C: 0.7596 -1.8870 0.3421
O: -0.1604 -2.6401 0.4007
H: 1.6313 -0.3072 -0.1539
C: -1.2498 0.9131 0.4466
C: -0.0468 1.0323 -0.0961
O: 0.3248 0.7699 -1.3322
H: -2.0723 0.4133 -0.0384
H: -1.4245 1.2888 1.4048
H: 0.7730 1.5473 0.4413
H: -0.2062 0.0012 -1.7296

Computed properties:
lowest unoccupied orbital energy	0.601	eV
total energy	-8775.75708	eV
2S+1	1
HOMO energy	-0.351	Eh
energy above the lowest of the compared OMol25 structures with the same formula, charge and spin	187.0	kJ/mol
total charge	0
SMILES	N=C=O.C=CO

Löwdin atomic charge list, values in e, 8 entries: number 1, N, carries 0.213; number 2, C, carries -0.390; number 3, O, carries 0.128; number 4, H, carries 0.006; number 5, C, carries 0.029; number 6, C, carries -0.371; number 7, O, carries -0.016; number 8, H, carries 0.065

---

# C3H5NO2

A structure of composition C3H5NO2 at a distorted geometry (the ωB97M-V functional and the def2-TZVPD basis, the OMol25 dataset).

Element x y z (Å)
C: -0.3853 0.2465 -1.2616
C: 1.1188 -0.8516 -0.2512
C: -0.4941 0.2529 0.2655
N: 0.6515 -0.4169 -1.5492
O: -1.5724 -0.3855 0.8025
O: -0.1649 1.4223 0.9237
H: -1.0514 0.7097 -1.9734
H: 2.0729 -0.4295 0.0304
H: 0.9962 -1.9049 -0.0445
H: -1.8187 0.0436 1.6335
H: 0.6475 1.3134 1.4242

Computed properties:
lowest unoccupied orbital energy (spin up / spin down)	0.497 / -2.194	eV
total energy	-8770.29103	eV
2S+1	3
HOMO energy (spin up / spin down)	-0.180 / -0.355	Eh
energy above the lowest of the compared OMol25 structures with the same formula, charge and spin	213.7	kJ/mol
total charge	0
⟨S²⟩	2.0084

Löwdin atomic charge list, values in e, 8 entries: number 1, C, carries -0.228; number 2, C, carries -0.003; number 3, C, carries -0.399; number 4, N, carries 0.025; number 5, O, carries 0.090; number 6, O, carries 0.056; number 7, H, carries 0.086; number 8, H, carries 0.069